(1)
103
Properties=species:S:1:pos:R:3:forces:R:3:lowdin_charge:R:1 method="wB97M-V/def2-TZVPD" charge=+1 energy_ev=-248850.517 gap_ev=7.3
C 1.841639 3.043550 0.632417 0.325 -0.859 0.001 -0.08
C 1.707686 1.505363 1.128822 1.593 -1.784 -1.996 -0.63
Br 0.658751 0.981921 2.726156 1.124 0.780 -1.799 0.69
C 2.407677 0.488309 0.388956 -0.752 2.922 0.816 -0.64
Br 2.420444 -1.432060 0.846427 0.117 2.122 -0.562 0.79
C 3.229365 1.016063 -0.891902 -1.081 -0.407 -1.101 -0.16
C 2.498575 1.000563 -2.267245 4.108 1.484 0.299 0.04
C 3.260117 1.537997 -3.514859 1.723 -0.090 3.973 0.05
C 4.723967 2.076503 -3.265314 -2.257 -1.697 3.569 0.04
C 5.310800 2.003404 -1.809536 -1.658 -0.202 -1.825 0.03
N 4.574222 1.502112 -0.669429 -2.518 -0.229 -4.685 0.10
H 2.980387 3.257001 0.641997 -2.021 0.039 0.177 0.09
H 1.492941 3.161420 -0.466245 0.419 -0.368 1.871 0.10
H 1.252816 3.772451 1.275980 1.072 -1.222 -0.812 0.06
H 1.430049 0.597173 -2.302344 1.827 0.695 0.068 0.13
H 2.767880 1.523193 -4.549600 0.929 0.114 1.740 0.10
H 5.357656 2.509696 -4.104662 -0.932 -0.730 1.430 0.11
H 6.382890 2.355831 -1.605885 -1.911 -0.591 -0.297 0.14
H 4.924726 1.465217 0.299992 0.030 0.076 -0.813 0.18
C 2.271026 -2.613003 -2.650449 -0.041 -0.446 0.150 -0.07
C 2.180480 -2.211056 -4.099652 -0.090 0.425 0.246 -0.22
O 2.374596 -3.343106 -4.958206 -0.406 -0.635 -0.566 0.03
C 1.286966 -4.117369 -5.170805 -0.299 1.492 1.065 -0.36
O 0.204471 -3.910231 -4.685721 0.747 -0.562 -0.613 0.17
C 1.619566 -5.250757 -6.137430 0.396 -1.798 -1.275 -0.51
F 2.798202 -5.844211 -5.852728 -0.419 0.539 0.238 0.16
F 1.710569 -4.811987 -7.411221 -0.132 0.320 0.650 0.16
F 0.692465 -6.225712 -6.133328 0.211 0.838 0.364 0.16
H 3.215093 -3.126626 -2.450080 0.006 0.172 0.000 0.09
H 2.202003 -1.733485 -2.011186 0.006 -0.082 -0.009 0.01
H 1.470262 -3.304886 -2.378401 -0.028 0.173 -0.015 0.09
H 2.979216 -1.500881 -4.330079 0.054 -0.277 -0.255 0.12
H 1.232681 -1.713662 -4.318009 0.049 -0.343 -0.071 0.10
C -1.017271 -7.308463 1.918805 0.277 0.122 0.049 -0.07
C -0.131232 -6.957159 0.740051 -0.721 -0.695 -0.160 -0.19
O 0.750405 -5.872089 1.075119 1.222 0.430 0.364 0.02
C 1.874769 -6.206196 1.743097 -1.463 -1.550 -0.610 -0.37
O 2.163669 -7.329115 2.065968 0.326 1.198 0.005 0.18
C 2.735743 -4.969673 1.986355 1.213 1.217 0.680 -0.51
F 2.013304 -3.907198 2.411047 -0.079 -0.556 -0.178 0.08
F 3.373518 -4.569720 0.862190 -0.411 -0.362 0.093 0.12
F 3.690175 -5.171504 2.912444 -0.685 -0.308 -0.496 0.16
H -1.554778 -6.426351 2.269737 0.026 -0.105 -0.317 0.08
H -1.741192 -8.077598 1.641662 0.070 0.066 -0.027 0.09
H -0.425648 -7.676320 2.759432 -0.023 -0.071 -0.197 0.08
H -0.748435 -6.614388 -0.093690 0.267 0.263 0.103 0.13
H 0.433600 -7.824098 0.386743 0.153 0.205 0.174 0.13
C -0.056722 8.789170 5.030960 -0.056 0.069 -0.376 -0.06
C 0.023215 7.311441 5.359832 0.304 0.622 0.662 -0.20
O -0.662774 6.533263 4.364685 0.157 -0.780 -1.201 0.03
C 0.033508 6.259035 3.243533 0.762 1.168 1.744 -0.37
O 1.163318 6.625696 3.038387 -0.863 -0.666 -0.472 0.16
C -0.794191 5.388746 2.302111 -1.432 -0.785 -1.128 -0.51
F -2.069000 5.811071 2.186930 0.662 0.098 0.300 0.16
F -0.855594 4.104784 2.725835 0.335 0.527 0.139 0.12
F -0.296928 5.352284 1.048671 0.163 0.298 0.647 0.14
H -1.097237 9.098047 4.902324 0.067 -0.048 0.160 0.09
H 0.394270 9.386273 5.825968 -0.041 -0.100 -0.037 0.09
H 0.459719 9.012348 4.094245 0.068 -0.032 0.140 0.08
H -0.479887 7.119460 6.310163 -0.148 -0.206 -0.302 0.13
H 1.058458 6.977709 5.470620 -0.138 -0.049 -0.264 0.13
C -1.440546 5.077668 -6.028690 0.279 -0.098 0.270 -0.06
C -1.983972 3.856626 -6.744131 -0.545 0.824 -0.096 -0.19
O -1.042618 2.771148 -6.680686 0.451 -1.213 0.669 0.03
C -1.058884 2.040230 -5.548173 -1.435 1.787 -0.381 -0.37
O -1.793441 2.247701 -4.616638 0.956 -0.725 -0.350 0.17
C -0.051270 0.897019 -5.636532 0.801 -1.500 -0.526 -0.49
F 1.142255 1.288877 -6.142235 -0.380 0.233 0.251 0.14
F -0.487041 -0.099600 -6.430645 -0.087 0.701 0.394 0.18
F 0.212054 0.339929 -4.433946 -0.328 0.611 -0.177 0.12
H -0.459575 5.350856 -6.426548 -0.144 0.026 -0.118 0.08
H -2.118182 5.925784 -6.143997 0.031 -0.110 -0.014 0.09
H -1.308358 4.882152 -4.961617 -0.171 0.027 -0.061 0.07
H -2.128263 4.085427 -7.802335 0.242 -0.308 0.068 0.13
H -2.955735 3.553981 -6.344914 0.249 -0.142 0.106 0.13
C -4.805116 2.358147 0.668751 -0.290 -0.033 -0.190 -0.06
C -3.814090 3.411897 0.215153 0.007 -0.264 0.729 -0.21
O -3.972459 3.685802 -1.185799 -0.378 0.687 -0.793 0.02
C -4.952762 4.555236 -1.514102 0.300 -0.386 1.949 -0.36
O -5.679123 5.089591 -0.716536 0.355 -0.184 -1.104 0.17
C -4.973014 4.789779 -3.022495 -0.369 0.204 -2.002 -0.51
F -4.852772 3.643920 -3.726976 0.016 0.256 0.610 0.15
F -3.958055 5.590129 -3.419961 -0.145 -0.231 0.543 0.15
F -6.108923 5.375857 -3.442612 0.492 -0.274 0.711 0.16
H -4.717540 1.458699 0.053717 0.119 0.049 0.102 0.08
H -4.633453 2.091038 1.713585 0.026 0.049 -0.081 0.08
H -5.832709 2.714791 0.566382 0.116 0.051 0.106 0.08
H -2.795583 3.038936 0.349281 -0.055 0.088 -0.344 0.12
H -3.901354 4.328438 0.804740 -0.140 -0.020 -0.255 0.12
C 0.892570 -5.833154 7.955003 0.013 -0.319 -0.169 -0.06
C -0.444789 -5.122669 7.882863 0.523 0.211 0.591 -0.21
O -1.159471 -5.508308 6.698215 -0.826 -0.650 -0.481 0.02
C -1.848022 -6.668250 6.773268 0.998 0.620 1.653 -0.36
O -1.885283 -7.371476 7.749526 -0.310 0.224 -1.124 0.17
C -2.596763 -6.928978 5.469047 -1.052 -0.581 -1.600 -0.50
F -1.836648 -6.689733 4.376160 -0.117 0.081 1.092 0.12
F -3.689970 -6.144619 5.350621 0.526 -0.062 0.435 0.16
F -3.026940 -8.199197 5.359297 0.452 0.592 0.503 0.16
H 1.469556 -5.659045 7.042923 -0.029 0.124 0.106 0.08
H 1.470522 -5.481840 8.812220 -0.080 0.006 -0.064 0.08
H 0.759471 -6.913766 8.046030 -0.030 0.114 0.111 0.08
H -0.284055 -4.044151 7.815531 -0.201 -0.135 -0.284 0.12
H -1.046618 -5.303063 8.777602 -0.043 -0.167 -0.237 0.13



(2)
102
Properties=species:S:1:pos:R:3:forces:R:3:lowdin_charge:R:1 method="wB97M-V/def2-TZVPD" charge=+1 energy_ev=-171774.124 gap_ev=6.3
C -1.906548 1.312399 3.929392 0.528 1.113 -0.059 0.02
C -2.312048 1.361275 2.415311 -0.333 -0.474 1.018 -0.48
O -2.945898 0.428562 1.989114 0.144 0.190 -0.581 0.08
O -1.960743 2.433920 1.630155 0.703 -1.400 1.017 -0.02
C -1.599260 2.042769 0.277154 -0.056 1.213 -1.038 -0.15
C -0.532799 3.097142 -0.222950 0.214 -1.210 -0.068 -0.15
C -0.334726 3.016809 -1.802902 -0.218 -1.467 1.038 -0.15
C 0.267296 1.573324 -2.127166 0.693 0.900 -0.031 -0.18
C 1.531057 1.584937 -3.058980 -0.367 -0.219 -0.195 -0.16
C 2.404311 0.269652 -2.842544 0.798 1.151 0.696 -0.09
C 3.080236 0.411271 -1.435881 0.088 -0.582 0.721 -0.02
C 2.566477 -0.346320 -0.273832 0.894 2.171 -0.848 0.08
C 1.375459 -1.355174 -0.393434 0.463 -0.126 -0.083 -0.39
O 1.528292 -2.372411 0.235332 -0.053 0.356 0.201 0.13
O 0.325197 -1.072908 -1.181434 1.436 -0.416 1.378 -0.02
C -0.756124 -2.048895 -1.097379 -1.862 -0.503 -0.601 -0.05
C -0.649351 -3.250252 -2.142861 -0.817 -0.741 0.216 -0.62
N 0.380932 -4.243143 -1.825032 0.162 0.902 -0.589 0.10
N -0.457354 -2.819571 -3.527297 0.270 0.356 0.831 0.11
N -1.968135 -3.948259 -2.079171 0.832 0.937 0.791 0.11
C 3.192882 -0.132361 1.002786 1.574 0.223 -1.221 -0.03
C 2.711877 -0.817466 2.340353 0.022 1.095 -1.335 -0.27
O 1.845301 -0.222494 2.898159 -0.056 -0.513 0.511 0.19
C 3.361811 -2.115859 2.919825 1.625 -0.355 0.396 -0.30
F 3.870627 -1.805734 4.168277 -0.921 -0.012 -1.303 0.11
F 4.465362 -2.494016 2.172788 -1.487 0.459 0.381 0.11
C 2.410143 -3.363778 3.110626 0.379 -1.407 0.573 -0.27
F 2.962854 -4.104705 4.144987 -0.597 1.038 -0.929 0.13
F 2.432949 -4.224230 2.031521 -0.225 1.508 0.871 0.12
C 0.931355 -3.066034 3.555529 -0.652 -0.845 0.486 -0.28
F 0.946273 -2.278210 4.687825 0.174 -0.514 -1.516 0.13
F 0.152544 -2.496794 2.579341 1.635 -0.076 1.212 0.12
C 0.144986 -4.392488 4.002846 -0.095 -0.651 -0.532 -0.32
O -0.897873 -4.220345 4.543989 1.453 0.151 0.552 0.16
O 0.606270 -5.662642 3.749898 -0.226 1.458 -0.517 0.14
C 4.308304 0.799344 1.077240 -0.851 -0.854 0.597 -0.43
Br 5.139397 1.150551 2.800513 -0.649 -0.273 -1.734 0.93
N 4.763946 1.454499 -0.040053 -1.899 -1.560 0.149 -0.01
F 5.788585 2.299327 0.154389 -0.229 -0.151 -0.315 0.09
C 4.209130 1.306408 -1.312727 -0.272 -0.042 0.501 -0.03
C 4.876740 2.122246 -2.442729 0.482 -0.310 -0.665 -0.07
C 5.865065 1.225360 -3.305865 -0.418 0.233 -0.558 -0.23
O 7.027660 0.843152 -2.571260 -0.806 -0.374 -0.318 -0.06
H -1.102544 2.061938 4.165315 -0.912 -0.588 -0.190 0.09
H -2.799548 1.502546 4.583120 0.758 -0.036 -0.774 0.10
H -1.511473 0.306783 4.216085 -0.450 0.685 -0.702 0.08
H -2.515422 2.099795 -0.370884 0.776 -0.266 0.554 0.14
H -1.181629 1.007250 0.270289 -0.482 0.743 0.014 0.12
H 0.433375 2.766714 0.264273 -0.693 0.573 -0.446 0.12
H -0.742256 4.123682 0.133645 -0.212 -0.989 -0.290 0.09
H 0.349303 3.834523 -2.117459 -0.699 -0.672 0.009 0.09
H -1.345446 3.041630 -2.277581 0.859 0.581 0.157 0.12
H 0.637723 1.196740 -1.133453 -0.647 0.108 -1.080 0.08
H -0.496216 0.894350 -2.574797 0.537 0.416 0.678 0.12
H 2.097999 2.528063 -2.828781 -0.219 -1.013 -0.167 0.10
H 1.279158 1.632087 -4.148627 -0.015 0.021 0.891 0.13
H 1.793023 -0.659277 -2.903364 0.435 0.850 0.054 0.11
H 3.233856 0.210597 -3.593150 -0.854 0.036 0.518 0.11
H -1.689678 -1.486070 -1.389382 1.334 -0.179 0.199 0.12
H -0.959832 -2.400689 -0.050549 0.728 0.234 -0.861 0.12
H 0.372715 -4.521503 -0.845688 0.006 0.268 -0.265 0.08
H 1.284311 -3.814715 -2.053830 -0.248 -0.472 0.448 0.07
H 0.510028 -2.896787 -3.832533 -0.344 0.127 0.046 0.07
H -0.852171 -1.896186 -3.703244 0.177 -0.339 -0.063 0.07
H -2.688041 -3.234628 -2.249605 0.435 -0.876 -0.110 0.03
H -2.077734 -4.252837 -1.103433 -0.238 -0.034 -0.394 0.08
H 0.689756 -5.760407 2.780886 0.356 -0.102 0.406 0.14
H 5.442634 3.016757 -2.065264 -0.536 -1.062 -0.074 0.14
H 4.145394 2.538466 -3.184356 0.310 -0.610 0.959 0.12
H 5.345336 0.308387 -3.701698 0.281 0.889 0.485 0.12
H 6.136610 1.836920 -4.214718 -0.136 -0.478 0.950 0.14
H 7.200807 -0.082046 -2.819012 0.203 0.570 0.282 0.10
C -3.754347 -2.429404 4.645298 -0.181 0.659 0.325 -0.04
C -3.426897 -3.866942 4.921231 -0.595 -0.442 0.432 -0.32
O -3.115558 -4.370468 3.633424 -0.049 0.774 -0.238 0.13
C -2.625123 -3.316248 2.932889 -0.207 -0.052 -0.288 -0.56
O -2.015781 -3.416909 1.910332 -0.550 -0.118 -0.139 0.13
O -2.903992 -2.134580 3.536985 0.149 -0.631 -0.244 0.06
F -4.503516 -4.531252 5.399998 -0.102 -0.126 0.014 0.09
H -4.796437 -2.283524 4.352019 0.009 -0.214 0.023 0.15
H -3.534735 -1.781342 5.492512 0.176 0.059 -0.176 0.14
H -2.575213 -4.016370 5.589128 -0.483 -0.082 -0.064 0.16
C -0.515388 8.132171 -3.208754 0.423 0.602 -0.309 -0.05
C -1.887799 7.773178 -2.719870 -0.476 -0.151 -0.494 -0.31
O -1.690182 6.499377 -2.131040 0.492 0.373 0.324 0.14
C -0.401184 6.488274 -1.693318 0.380 -0.275 0.360 -0.52
O 0.034914 5.694724 -0.919885 0.087 0.901 -0.404 0.13
O 0.322992 7.497884 -2.243193 -0.423 -0.369 0.171 0.08
F -2.756580 7.646556 -3.748697 -0.094 0.006 0.094 0.09
H -0.303033 7.723256 -4.199014 -0.228 -0.072 0.039 0.15
H -0.346947 9.207742 -3.229726 0.146 -0.097 0.176 0.15
H -2.296515 8.461213 -1.976088 -0.119 -0.053 -0.085 0.18
C -5.138570 -0.490673 -0.434146 -0.273 0.778 0.504 -0.05
C -4.812631 -1.926247 -0.153009 -0.502 -0.363 0.338 -0.30
O -4.492178 -2.436283 -1.437069 0.362 0.728 -0.090 0.12
C -3.993992 -1.379042 -2.141082 -0.428 0.411 -0.346 -0.56
O -3.375232 -1.480220 -3.152776 -0.035 0.070 0.099 0.16
O -4.280196 -0.196645 -1.536328 0.221 -0.649 -0.208 0.08
F -5.892883 -2.590226 0.323111 0.115 -0.090 0.022 0.09
H -6.178698 -0.343947 -0.734372 0.023 -0.274 -0.022 0.15
H -4.922646 0.157357 0.414098 0.245 0.013 -0.173 0.13
H -3.964150 -2.072345 0.521284 -0.074 -0.078 0.028 0.16



Number 1: strongest force on any atom 0.1035 Eh/bohr, LUMO energy -5.01 eV, M 1130.42 g/mol. Number 2: strongest force on any atom 0.0485 Eh/bohr, LUMO energy -4.83 eV, M 1020.55 g/mol.